Entry 1:
Here is a 2-piece molecular cluster, C4H9O3 overall in a non-equilibrium geometry from the Open Molecules 2025 dataset. Energies are from wB97M-V/def2-TZVPD.

XYZ file:
```
16
Properties=species:S:1:pos:R:3
C -2.238 -0.743 -1.275
O -2.308 -0.651 0.079
H -1.302 -0.642 0.320
H -1.429 -1.156 -1.758
H -2.366 0.403 -1.461
H -3.038 -1.326 -1.663
C 1.863 0.755 0.467
C 0.943 0.455 1.616
C 1.126 0.024 -0.777
O 1.468 0.236 -1.931
O 0.253 -0.749 -0.354
H 1.967 1.889 0.380
H 2.957 0.481 0.898
H 1.171 0.960 2.526
H 0.955 -0.592 1.767
H -0.023 0.656 1.166
```

Values from the calculation:
Energy relative to the best compared isomer or geometry (same formula, charge and spin), kcal per mole: 51.5
Frontier orbital gap, eV: 8.74
HOMO level, Eh: -0.168
Total charge: -1
Strongest force on any atom, hartree/bohr: 0.096

***

Entry 2:
Here is a 2-piece molecular cluster, C4H9O3 overall in a non-equilibrium geometry from the Open Molecules 2025 dataset. Energies are from wB97M-V/def2-TZVPD.

XYZ file:
```
16
Properties=species:S:1:pos:R:3
C -0.485 2.106 -0.095
C -0.494 0.815 -1.024
C 0.567 1.824 1.085
O 1.535 1.147 0.671
O 0.233 2.059 2.272
H -0.297 3.018 -0.796
H -1.522 2.125 0.368
H -0.161 0.011 -0.408
H 0.341 0.943 -1.787
H -1.431 0.729 -1.533
C 0.393 -2.199 0.395
O -0.462 -3.101 0.025
H -0.121 -3.798 -0.569
H 1.482 -2.581 0.503
H -0.092 -1.780 1.354
H 0.516 -1.318 -0.460
```

Values from the calculation:
Energy relative to the best compared isomer or geometry (same formula, charge and spin), kcal per mole: 60.0
Frontier orbital gap, eV: 7.14
HOMO level, Eh: -0.145
Total charge: -1
Strongest force on any atom, hartree/bohr: 0.131

***

Entry 3:
Here is C4H9O3Pr as an isolated structure in a non-equilibrium geometry from the Open Molecules 2025 dataset. Energies are from wB97M-V/def2-TZVPD.

XYZ file:
```
17
Properties=species:S:1:pos:R:3
H 0.845 0.869 1.243
C -1.399 -1.922 -0.558
O -0.608 -0.756 -0.753
C -1.084 0.442 -0.183
C -0.711 0.645 1.201
H -0.776 -2.777 -0.846
H -1.705 -2.026 0.491
H -2.282 -1.857 -1.208
H -2.156 0.538 -0.396
H 0.141 1.421 -0.683
H -0.495 1.720 1.225
H -1.523 0.484 1.916
O 1.693 1.362 -0.881
C 2.326 1.039 0.278
O 3.013 -0.055 0.165
Pr 1.833 -1.031 -1.694
H 2.888 1.904 0.682
```

Values from the calculation:
Energy relative to the best compared isomer or geometry (same formula, charge and spin), kcal per mole: 118.2
Frontier orbital gap (alpha / beta), eV: 6.62 / 7.58
HOMO level (alpha / beta), Eh: -0.408 / -0.443
2S+1: 4
Total charge: +1
Strongest force on any atom, hartree/bohr: 0.130

***

Entry 4:
Here is C4H9O4 as an isolated structure in a non-equilibrium geometry from the Open Molecules 2025 dataset. Energies are from wB97M-V/def2-TZVPD.

XYZ file:
```
17
Properties=species:S:1:pos:R:3
C -0.013 -1.717 -0.434
O 0.934 -1.063 -1.168
C -0.858 -0.738 0.481
C -0.571 0.707 0.192
C -1.161 1.818 1.039
O -0.396 2.877 1.430
O -2.370 1.967 1.187
H -0.782 -2.017 -1.205
H 0.249 -2.550 0.252
H -0.591 -0.969 1.515
H -1.909 -1.077 0.550
H 0.464 0.974 -0.022
H -1.151 1.013 -0.709
H -0.885 3.677 1.285
H 2.199 -1.077 -0.966
H 3.519 -0.873 -2.182
O 3.323 -0.953 -1.245
```

Values from the calculation:
Energy relative to the best compared isomer or geometry (same formula, charge and spin), kcal per mole: 62.6
Frontier orbital gap, eV: 7.11
HOMO level, Eh: -0.145
Total charge: -1
Strongest force on any atom, hartree/bohr: 0.053

***

Entry 5:
Here is one molecule with the formula C4H9OP in a non-equilibrium geometry from the Open Molecules 2025 dataset. Energies are from wB97M-V/def2-TZVPD.

XYZ file:
```
15
Properties=species:S:1:pos:R:3
C -1.348 -1.200 -0.201
C -0.903 0.004 0.640
O -1.421 0.147 1.828
C 0.363 0.856 0.312
C 0.678 1.012 -1.240
P 1.769 0.092 1.169
H -0.677 -1.962 0.142
H -1.115 -0.912 -1.259
H -2.390 -1.423 -0.073
H 0.283 1.807 0.740
H 1.770 1.206 -1.351
H 0.329 0.013 -1.800
H 0.182 1.798 -1.897
H 1.488 -1.121 0.667
H 0.992 -0.318 2.322
```

Values from the calculation:
Energy relative to the best compared isomer or geometry (same formula, charge and spin), kcal per mole: 27.9
Frontier orbital gap, eV: 10.16
HOMO level, Eh: -0.348
SMILES string: CC(=O)[C@H](C)P
Strongest force on any atom, hartree/bohr: 0.111

***

Entry 6:
Here is a 2-piece molecular cluster, C4H9OP overall in a non-equilibrium geometry from the Open Molecules 2025 dataset. Energies are from wB97M-V/def2-TZVPD.

XYZ file:
```
15
Properties=species:S:1:pos:R:3
C -0.463 3.178 -0.069
C 1.159 -1.488 0.792
C -1.073 -0.864 -0.277
C 0.501 -0.923 -0.516
O 0.987 0.146 -1.109
P -0.091 2.016 1.041
H -0.574 4.307 0.216
H -0.473 2.857 -1.003
H 0.682 -2.544 0.997
H 2.111 -1.491 0.419
H 0.830 -0.734 1.485
H -1.613 -1.102 -1.140
H -1.361 0.187 0.022
H -1.448 -1.719 0.374
H 0.827 -1.827 -1.234
```

Values from the calculation:
Energy relative to the best compared isomer or geometry (same formula, charge and spin), kcal per mole: 62.9
Frontier orbital gap (alpha / beta), eV: 8.18 / 7.86
HOMO level (alpha / beta), Eh: -0.288 / -0.358
2S+1: 3
Strongest force on any atom, hartree/bohr: 0.115

***

Entry 7:
Here is a 2-piece molecular cluster, C4H9OPS overall in a non-equilibrium geometry from the Open Molecules 2025 dataset. Energies are from wB97M-V/def2-TZVPD.

XYZ file:
```
16
Properties=species:S:1:pos:R:3
O -3.573 -1.413 1.592
P -2.862 -0.508 0.744
S -3.786 0.462 -0.699
H -1.526 -0.819 0.772
C 0.652 2.011 0.475
C 0.626 0.769 -0.429
C 1.188 -0.415 -0.114
C 1.372 -1.671 -0.888
H -0.309 2.483 0.338
H 1.367 2.635 0.032
H 0.833 1.847 1.547
H 0.106 1.053 -1.379
H 1.450 -0.414 1.007
H 0.859 -2.593 -0.343
H 2.362 -1.929 -0.670
H 1.241 -1.498 -1.985
```

Values from the calculation:
Energy relative to the best compared isomer or geometry (same formula, charge and spin), kcal per mole: 57.6
Frontier orbital gap, eV: 8.19
HOMO level, Eh: -0.346
SMILES string: O=[PH]=S.C/C=C/C
Strongest force on any atom, hartree/bohr: 0.086

***

Entry 8:
Here is an isolated ion of composition C4H9OS and charge -1 in a non-equilibrium geometry from the Open Molecules 2025 dataset. Energies are from wB97M-V/def2-TZVPD.

XYZ file:
```
15
Properties=species:S:1:pos:R:3
C -1.082 1.625 0.490
C -0.591 1.200 -0.894
C 0.478 0.128 -0.731
O 1.523 0.495 -0.103
S -0.600 -1.350 0.424
C 0.974 -2.292 0.653
H -1.875 0.971 0.912
H -1.553 2.632 0.463
H -0.281 1.662 1.228
H -1.422 0.870 -1.528
H 0.004 1.977 -1.331
H 0.629 -0.483 -1.656
H 0.716 -3.357 0.536
H 1.669 -1.958 -0.136
H 1.412 -2.119 1.674
```

Values from the calculation:
Energy relative to the best compared isomer or geometry (same formula, charge and spin), kcal per mole: 13.6
Frontier orbital gap, eV: 7.00
HOMO level, Eh: -0.111
SMILES string: CC[C@@H]([O-])SC
Total charge: -1
Strongest force on any atom, hartree/bohr: 0.031

***

- Which value of energy relative to the best compared isomer or geometry (same formula, charge and spin) does entry 7 give?
  57.6 kcal per mole

***

- Look up the energy relative to the best compared isomer or geometry (same formula, charge and spin) of the eighth one.
  13.6 kcal per mole

***

- What is the energy relative to the best compared isomer or geometry (same formula, charge and spin) in the fourth record?
  62.6 kcal per mole